Computed, not measured: a structure of composition C14H11BrMoN8O2S2 at a distorted geometry, with ωB97M-V/def2-TZVPD.

Each line ends with the Mulliken charge.
Atoms and positions in Å:
Mo: -0.45 0.00 0.41  0.490
S: -1.08 2.07 1.26  -0.065
C: 0.42 2.91 1.57  0.836
C: 0.39 4.13 2.24  -0.854
C: 1.57 4.81 2.50  0.475
C: 1.52 6.03 3.24  -0.333
N: 1.46 7.00 3.86  -0.361
C: 2.80 4.28 2.06  0.402
C: 2.83 3.07 1.38  -0.823
C: 1.65 2.38 1.15  0.897
S: 1.71 0.82 0.34  -0.165
C: 4.02 4.97 2.32  -0.333
N: 5.02 5.51 2.53  -0.362
H: -0.56 4.54 2.55  0.552
H: 3.78 2.67 1.04  0.544
N: 0.73 -1.82 -0.99  -0.541
N: 0.43 -1.54 -2.34  -0.088
C: -0.64 -0.80 -2.62  0.561
N: -1.13 -0.69 -3.82  -0.293
N: -1.16 -0.17 -1.52  -0.554
N: -2.51 -0.11 -1.30  1.530
O: -2.71 -0.08 -0.07  -0.699
O: -3.33 -0.08 -2.16  -0.541
H: 1.72 -1.65 -0.82  0.326
H: 0.53 -2.79 -0.78  0.303
H: 0.96 -2.01 -3.06  0.193
H: -0.77 -1.21 -4.61  0.238
H: -1.94 -0.11 -3.99  0.236
Br: 1.73 -1.56 5.61  -0.088
C: 0.32 -1.64 4.37  -0.466
C: -0.83 -2.36 4.64  -0.010
C: -1.84 -2.37 3.69  -0.763
C: -1.67 -1.67 2.52  -0.217
N: -0.55 -0.97 2.25  0.012
C: 0.44 -0.96 3.17  -0.046
H: -0.93 -2.90 5.57  0.488
H: -2.76 -2.91 3.86  0.449
H: -2.47 -1.63 1.78  0.480
H: 1.33 -0.39 2.95  0.589

<S²> = 2.05
Multiplicity = 3
Total charge = +2
Kohn-Sham gap (spin up / spin down) = 6.17 / 6.37 eV
HOMO energy (spin up / spin down) = -14.52 / -14.61 eV
E_LUMO (spin up / spin down) = -8.345 / -8.241 eV